# C56H99F15O31

A cluster of 12 separate species, C56H99F15O31 in total in a non-equilibrium geometry (wB97M-V/def2-TZVPD, the Open Molecules 2025 dataset).

HOMO energy, eV: -9.30
LUMO, eV: 0.3
Total energy, Eh: -6023.464835

Cartesian coordinates (Å):
C -6.99 -2.61 -2.62
C -6.14 -1.38 -2.94
O -4.87 -1.51 -2.29
C -3.99 -2.41 -2.71
O -4.20 -3.20 -3.57
C -2.69 -2.31 -1.90
F -2.57 -1.15 -1.26
F -2.68 -3.27 -0.98
F -1.63 -2.49 -2.69
H -6.57 -3.60 -2.78
H -7.96 -2.54 -3.11
H -7.15 -2.65 -1.53
H -6.69 -0.52 -2.59
H -6.04 -1.39 -4.03
C 6.23 -2.56 -3.50
C 5.63 -1.86 -4.70
O 4.25 -2.24 -4.87
C 3.32 -1.66 -4.13
O 3.55 -0.96 -3.19
C 1.89 -2.09 -4.56
F 1.16 -0.98 -4.81
F 1.88 -2.88 -5.63
F 1.23 -2.72 -3.57
H 7.30 -2.38 -3.57
H 6.04 -3.63 -3.62
H 5.79 -2.20 -2.57
H 6.14 -2.13 -5.63
H 5.66 -0.77 -4.67
C 1.28 -1.30 -0.82
C 0.65 -0.41 0.23
O 0.13 0.75 -0.40
C -0.74 1.58 0.15
O -1.25 1.45 1.22
C -1.06 2.75 -0.81
F -0.15 2.85 -1.78
F -2.26 2.53 -1.36
F -1.11 3.90 -0.14
H 2.05 -0.76 -1.36
H 0.52 -1.66 -1.52
H 1.79 -2.14 -0.34
H 1.40 -0.15 0.98
H -0.11 -0.98 0.78
C -5.23 1.34 -0.15
C -5.75 2.51 -0.95
O -6.09 3.58 -0.08
C -7.19 3.57 0.64
O -8.14 2.87 0.46
C -7.21 4.69 1.70
F -6.08 5.39 1.70
F -8.22 5.50 1.45
F -7.36 4.15 2.90
H -4.94 0.49 -0.77
H -5.86 1.03 0.68
H -4.24 1.56 0.27
H -6.60 2.13 -1.53
H -4.96 2.85 -1.60
C -2.15 0.74 -4.38
C -2.92 2.05 -4.46
O -3.59 2.19 -5.70
C -4.71 1.52 -5.92
O -5.28 0.83 -5.13
C -5.28 1.72 -7.35
F -4.47 2.37 -8.17
F -5.58 0.52 -7.85
F -6.42 2.43 -7.23
H -1.52 0.77 -3.49
H -1.58 0.53 -5.28
H -2.84 -0.09 -4.22
H -2.23 2.89 -4.36
H -3.60 2.14 -3.61
C -5.66 -2.08 2.37
C -4.32 -1.35 2.48
C -3.66 -1.38 3.87
O -2.62 -2.33 3.71
C -2.35 -2.46 2.39
O -1.33 -2.88 1.95
O -3.41 -2.07 1.67
H -5.62 -3.16 2.44
H -6.00 -1.93 1.34
H -6.42 -1.64 3.01
H -4.46 -0.34 2.09
H -4.37 -1.72 4.62
H -3.33 -0.38 4.12
C 3.98 2.46 -0.12
C 4.16 1.06 -0.71
C 5.52 0.83 -1.42
O 6.09 -0.19 -0.58
C 5.24 -0.65 0.33
O 5.45 -1.57 1.05
O 4.15 0.15 0.37
H 4.77 2.72 0.58
H 3.02 2.51 0.39
H 4.05 3.18 -0.94
H 3.29 0.87 -1.35
H 6.18 1.70 -1.40
H 5.43 0.39 -2.41
C 4.16 -3.97 -0.61
C 4.16 -5.02 -1.71
C 3.41 -4.62 -2.97
O 4.40 -4.81 -3.98
C 5.61 -5.11 -3.47
O 6.57 -5.26 -4.15
O 5.51 -5.21 -2.13
H 4.84 -4.20 0.20
H 3.18 -3.78 -0.18
H 4.39 -3.00 -1.07
H 3.76 -5.90 -1.21
H 3.03 -3.60 -3.00
H 2.59 -5.31 -3.14
C 6.83 -4.28 2.86
O 5.58 -4.92 2.93
C 4.51 -4.03 3.12
C 3.18 -4.70 3.10
O 2.76 -5.06 1.79
C 1.57 -5.86 1.79
C 1.32 -6.53 0.46
O 1.33 -5.65 -0.64
C 0.28 -4.70 -0.62
H 7.00 -3.62 3.71
H 6.92 -3.69 1.94
H 7.64 -5.01 2.89
H 4.59 -3.18 2.42
H 4.60 -3.56 4.11
H 2.40 -4.09 3.56
H 3.28 -5.62 3.69
H 0.81 -5.09 1.96
H 1.52 -6.53 2.65
H 0.32 -6.97 0.58
H 2.00 -7.37 0.31
H -0.70 -5.14 -0.42
H 0.31 -4.21 -1.59
H 0.48 -3.87 0.06
C 3.26 -0.90 3.81
O 2.18 -1.54 4.47
C 0.98 -1.59 3.75
C 0.30 -0.24 3.54
O -0.13 0.24 4.80
C -0.64 1.56 4.67
C -0.52 2.40 5.91
O -1.49 2.03 6.85
C -1.37 2.75 8.05
H 4.16 -1.12 4.38
H 3.19 0.19 3.85
H 3.45 -1.27 2.79
H 0.31 -2.27 4.27
H 1.22 -2.04 2.78
H -0.63 -0.38 2.99
H 1.04 0.37 3.02
H -1.67 1.53 4.30
H -0.07 2.10 3.90
H -0.53 3.46 5.63
H 0.47 2.15 6.32
H -2.09 2.47 8.82
H -1.53 3.82 7.84
H -0.35 2.69 8.47
C 1.81 3.18 -4.39
O 2.83 2.97 -5.35
C 3.46 1.72 -5.24
C 4.44 1.50 -6.38
O 5.31 2.62 -6.40
C 6.34 2.45 -7.35
C 7.40 1.42 -7.01
O 6.89 0.11 -7.25
C 7.91 -0.85 -7.14
H 1.30 4.08 -4.75
H 2.29 3.53 -3.47
H 1.14 2.34 -4.25
H 2.64 0.98 -5.25
H 3.98 1.53 -4.29
H 3.90 1.42 -7.33
H 4.97 0.59 -6.11
H 6.83 3.40 -7.58
H 5.85 2.09 -8.26
H 7.76 1.44 -5.97
H 8.29 1.60 -7.62
H 7.57 -1.86 -7.37
H 8.38 -0.86 -6.15
H 8.74 -0.65 -7.83
C -7.36 5.58 10.80
O -6.19 5.69 10.03
C -6.35 5.62 8.64
C -4.97 5.80 8.03
O -5.04 5.65 6.62
C -3.79 5.61 6.01
C -3.98 5.20 4.56
O -2.73 4.70 4.12
C -2.75 4.34 2.76
H -7.83 6.54 11.03
H -7.06 5.14 11.75
H -8.11 4.93 10.33
H -7.07 6.33 8.21
H -6.71 4.61 8.41
H -4.31 5.02 8.43
H -4.55 6.78 8.25
H -3.13 4.89 6.51
H -3.24 6.56 6.05
H -4.28 6.06 3.95
H -4.72 4.40 4.46
H -3.64 3.74 2.50
H -1.99 3.59 2.54
H -2.73 5.22 2.12